Record 1
A cluster of 2 separate species, C4H8N in total at a distorted geometry. Source: OMol25; level of theory: ωB97M-V with the def2-TZVPD basis set.

Results
Spin multiplicity   1
Strongest force on any atom   4.0 eV/A
Total charge   +1
E   -211.47815 hartree
Highest occupied orbital energy (alpha / beta)   -14.19 / -14.02 eV

Positions of all 13 atoms, in Å:
C  -0.53789  -0.62406  0.30626
C  0.54989  -1.66390  0.25924
C  -1.88723  -0.34333  0.77059
C  1.57148  1.98205  -1.04396
N  0.60239  -0.24480  -0.04914
H  0.73686  -2.16921  1.21033
H  0.78492  -2.14484  -0.71509
H  -2.58806  -0.34558  -0.17613
H  -2.02223  0.78946  0.91559
H  -2.20759  -1.13711  1.56132
H  2.36671  2.40939  -0.45715
H  0.59726  2.28347  -0.94659
H  2.03349  1.20846  -1.63526

Record 2
The ion C4H8N with charge +1 at a distorted geometry. Source: OMol25; level of theory: ωB97M-V with the def2-TZVPD basis set.

Results
Expectation value of S²   2.006
Spin multiplicity   3
Strongest force on any atom   8.2 eV/A
Total charge   +1
E   -211.41345 hartree
Highest occupied orbital energy (alpha / beta)   -12.33 / -17.00 eV

Positions of all 13 atoms, in Å:
C  1.15033  -0.56538  0.14962
C  -2.01645  0.21286  -0.62396
C  -1.60840  -0.75864  0.18146
C  0.43580  0.71530  -0.13225
N  -0.95639  0.55957  0.31809
H  2.14064  -0.70784  -0.13488
H  0.89890  -0.77190  1.25593
H  -1.49192  -1.67471  0.77400
H  -2.30730  0.39563  -1.64672
H  0.65725  -1.31059  -0.48692
H  0.47240  0.73631  -1.18954
H  0.91472  1.63732  0.41395
H  -0.95068  1.19327  1.08512

Record 3
The ion C4H8N with charge +2 at a distorted geometry. Source: OMol25; level of theory: ωB97M-V with the def2-TZVPD basis set.

Results
Expectation value of S²   0.846
Spin multiplicity   2
Strongest force on any atom   4.9 eV/A
Total charge   +2
E   -210.99729 hartree
Highest occupied orbital energy (alpha / beta)   -23.15 / -22.81 eV

Positions of all 13 atoms, in Å:
C  -0.81483  -0.11250  -1.27898
C  -0.41182  0.04667  0.08495
C  -1.50676  0.12952  1.19422
C  2.03427  0.07048  -0.26178
N  0.79011  -0.06756  0.52550
H  -0.23035  -0.78600  -1.91185
H  -2.52281  0.18617  0.80683
H  -1.79980  0.23409  -1.59514
H  -1.37495  -0.86466  1.63971
H  -1.18961  0.91035  1.88577
H  2.37215  1.10115  -0.10303
H  2.71426  -0.57439  0.31014
H  1.94013  -0.27332  -1.29633

Record 4
A cluster of 2 separate species, C4H8N2 in total at a distorted geometry. Source: OMol25; level of theory: ωB97M-V with the def2-TZVPD basis set.

Results
SMILES   [H]/N=N\C.C#CC
Spin multiplicity   1
Strongest force on any atom   1.6 eV/A
E   -266.58832 hartree
Highest occupied orbital energy   -8.94 eV

Positions of all 14 atoms, in Å:
C  1.78334  -0.17800  -0.37245
C  1.08590  -1.12756  -0.58139
C  0.22287  -2.26305  -0.81305
C  -0.48426  1.95589  1.09300
N  -1.47550  -0.07847  0.63524
N  -1.02621  0.68355  1.45734
H  2.42332  0.63452  -0.19726
H  -0.39814  -2.07659  -1.69118
H  0.82194  -3.15694  -0.98813
H  -0.41774  -2.41398  0.05424
H  -1.07264  2.72173  1.59726
H  0.53018  2.00366  1.48658
H  -0.48503  2.13298  0.00689
H  -1.44072  0.24643  -0.36242

Record 5
An isolated molecule of C4H8N2 at a distorted geometry. Source: OMol25; level of theory: ωB97M-V with the def2-TZVPD basis set.

Results
SMILES   C1N[C@H]1[C@H]1CN1
Spin multiplicity   1
Strongest force on any atom   3.0 eV/A
E   -266.63024 hartree
Highest occupied orbital energy   -9.12 eV

Positions of all 14 atoms, in Å:
C  -1.62981  -0.10766  0.87327
N  -1.46872  1.14956  0.17891
C  -0.92607  -0.07296  -0.41767
C  0.48108  -0.50151  -0.30870
C  1.60334  0.22402  -0.89697
N  1.37475  0.26450  0.54985
H  -2.57421  -0.71160  0.77497
H  -1.10215  -0.31755  1.80800
H  -0.72749  1.62550  0.69743
H  -1.44204  -0.37015  -1.33375
H  0.52962  -1.64218  -0.27796
H  1.41955  1.15794  -1.42111
H  2.43656  -0.35949  -1.27316
H  2.02560  -0.33841  1.04690

Record 6
A cluster of 2 separate species, C4H8N2 in total at a distorted geometry. Source: OMol25; level of theory: ωB97M-V with the def2-TZVPD basis set.

Results
Spin multiplicity   1
Strongest force on any atom   1.1 eV/A
E   -266.60837 hartree
Highest occupied orbital energy (alpha / beta)   -7.67 / -7.67 eV

Positions of all 14 atoms, in Å:
C  0.42672  -0.43544  -1.60074
N  -0.23197  -0.23284  -0.29927
C  -0.25855  -1.26212  0.51236
C  -0.70794  1.01625  -0.05707
C  -1.36922  1.26776  1.15459
N  -1.91195  1.41894  2.17488
H  1.45449  -0.75520  -1.41874
H  0.42332  0.49776  -2.16154
H  -0.11093  -1.20511  -2.15856
H  -0.71590  -1.15601  1.48614
H  1.80219  0.28935  1.61648
H  0.18082  -2.19093  0.17840
H  -0.61188  1.76374  -0.82676
H  1.63080  0.98385  1.39984

Record 7
An isolated molecule of C4H8N2 at a distorted geometry. Source: OMol25; level of theory: ωB97M-V with the def2-TZVPD basis set.

Results
Spin multiplicity   1
Strongest force on any atom   1.2 eV/A
E   -266.58305 hartree
Highest occupied orbital energy   -7.31 eV

Positions of all 14 atoms, in Å:
C  0.14404  1.14427  0.87868
N  0.48486  0.03302  -0.08821
C  -0.71284  -0.81474  -0.28023
C  1.12339  0.05993  -1.56452
C  -1.15464  -1.52498  0.92172
N  -1.50828  -2.12508  1.84513
H  -0.64513  1.78052  0.47265
H  1.02600  1.74742  1.09576
H  -0.21470  0.70237  1.82009
H  1.18810  -0.52561  0.38929
H  -1.51599  -0.17034  -0.65168
H  -0.41492  -1.51149  -1.06863
H  0.33267  0.49981  -2.19969
H  1.93446  0.80370  -1.53756

Record 8
An isolated molecule of C4H8N2. Source: OMol25; level of theory: ωB97M-V with the def2-TZVPD basis set.

Results
SMILES   C/N=C/[C@H]1CN1
Spin multiplicity   1
Strongest force on any atom   0.6 eV/A
E   -266.63924 hartree
Highest occupied orbital energy   -9.03 eV

Positions of all 14 atoms, in Å:
C  2.18956  -0.08185  -0.09176
N  1.35194  -1.21879  0.22860
C  0.94807  -0.32377  -0.85512
C  -0.27562  0.46347  -0.58039
C  -2.14300  0.37080  0.71096
N  -0.71371  0.46814  0.60604
H  3.14466  -0.32019  -0.54630
H  2.16250  0.78298  0.56813
H  0.76564  -0.98214  1.03434
H  0.94421  -0.77605  -1.84376
H  -0.88426  0.80466  -1.43248
H  -2.28354  -0.71817  0.71708
H  -2.68768  0.75951  -0.16352
H  -2.51878  0.77140  1.64817

Record 9
An isolated molecule of C4H8N2 at a distorted geometry. Source: OMol25; level of theory: ωB97M-V with the def2-TZVPD basis set.

Results
SMILES   CN(C)CC#N
Spin multiplicity   1
Strongest force on any atom   1.1 eV/A
E   -266.69002 hartree
Highest occupied orbital energy   -9.45 eV

Positions of all 14 atoms, in Å:
C  -0.61656  -0.88249  -1.20515
N  -0.22439  -0.40978  0.11346
C  1.19744  -0.57958  0.36649
C  -0.52653  0.99934  0.26430
C  -0.45563  1.41236  1.67768
N  -0.34884  1.75513  2.77662
H  -0.14223  -0.31982  -2.03178
H  -1.70498  -0.81350  -1.31476
H  -0.33709  -1.93547  -1.30431
H  1.40207  -0.44856  1.43268
H  1.78239  0.18314  -0.18172
H  1.52262  -1.57747  0.06717
H  -1.52204  1.22877  -0.12903
H  0.21542  1.62035  -0.27888

Record 10
A cluster of 3 separate species, C4H8N2 in total at a distorted geometry. Source: OMol25; level of theory: ωB97M-V with the def2-TZVPD basis set.

Results
Spin multiplicity   1
Strongest force on any atom   2.6 eV/A
E   -266.46659 hartree
Highest occupied orbital energy (alpha / beta)   -6.93 / -8.64 eV

Positions of all 14 atoms, in Å:
C  1.70189  0.68524  -0.02556
N  0.41623  0.95920  0.14018
C  -0.09623  0.46330  1.42302
C  -1.83223  -0.75710  -0.85223
C  -0.67736  -1.41043  -1.21702
N  0.36816  -1.88689  -1.49715
H  2.35355  1.43374  -0.48674
H  0.76303  0.44852  -1.23953
H  2.21894  -0.01315  0.65874
H  -0.03771  -0.62060  1.58631
H  -1.11395  0.81984  1.54689
H  0.54927  0.95677  2.17384
H  -2.28653  -0.15886  -1.63768
H  -2.53501  -1.36150  -0.27862

Record 11
A structure of composition C4H8N2 at a distorted geometry. Source: OMol25; level of theory: ωB97M-V with the def2-TZVPD basis set.

Results
Spin multiplicity   1
Strongest force on any atom   5.5 eV/A
E   -266.56445 hartree
Highest occupied orbital energy   -8.95 eV

Positions of all 14 atoms, in Å:
C  0.69644  -1.25063  -0.22123
N  0.43686  0.16158  -0.28928
C  1.08090  0.97358  0.66174
C  -0.91203  0.53884  -0.55868
C  -2.02265  -0.13351  0.01810
N  -2.54876  -0.85290  0.75264
H  1.72293  -1.40669  0.12484
H  0.61888  -1.68356  -1.22039
H  0.00124  -1.78094  0.44210
H  0.82275  0.64262  1.67124
H  0.82385  2.03696  0.52471
H  2.13887  0.80427  0.49541
H  -0.89040  0.47127  -1.62395
H  -1.99472  1.44609  -0.68431

Record 12
An isolated molecule of C4H8N2 at a distorted geometry. Source: OMol25; level of theory: ωB97M-V with the def2-TZVPD basis set.

Results
SMILES   [H]/N=C/NCC=C
Spin multiplicity   1
Strongest force on any atom   2.8 eV/A
E   -266.66605 hartree
Highest occupied orbital energy   -9.04 eV

Positions of all 14 atoms, in Å:
C  -2.06328  -0.76950  -0.09247
C  -1.15436  -0.10048  0.58520
C  -0.48235  1.07887  -0.10182
C  1.59703  -0.25509  -0.31165
H  -2.69387  -1.56183  0.25554
H  -2.10998  -0.60432  -1.19165
H  -0.81753  -0.41495  1.66718
H  -0.80409  1.21924  -1.12054
H  -0.75484  2.01923  0.43026
H  1.48095  1.29214  0.90257
H  1.07090  -0.81622  -1.15866
H  2.99480  -1.49165  -0.14647
N  1.03147  0.99330  -0.00815
N  2.70516  -0.58874  0.29065

Record 13
An isolated molecule of C4H8N2 at a distorted geometry. Source: OMol25; level of theory: ωB97M-V with the def2-TZVPD basis set.

Results
SMILES   [H]/N=C\C/C(C)=N/[H]
Spin multiplicity   1
Strongest force on any atom   4.9 eV/A
E   -266.64195 hartree
Highest occupied orbital energy   -8.73 eV

Positions of all 14 atoms, in Å:
C  -0.35928  -0.91039  0.52724
C  -1.73442  -0.63902  -0.20552
C  0.42302  0.31088  0.35578
C  1.74520  0.16833  -0.51713
N  -2.23666  0.45496  -0.15479
N  -0.14446  1.45631  0.52175
H  -0.74667  -1.13065  1.59740
H  0.18779  -1.70848  0.10352
H  -2.18332  -1.58668  -0.65430
H  1.59530  -0.06420  -1.55278
H  2.34663  -0.66893  -0.19992
H  2.20218  1.06682  -0.49461
H  -1.56839  1.01766  0.40828
H  0.47309  2.23338  0.26507

Record 14
A structure of composition C4H8N2 at a distorted geometry. Source: OMol25; level of theory: ωB97M-V with the def2-TZVPD basis set.

Results
Spin multiplicity   1
Strongest force on any atom   4.4 eV/A
E   -266.50392 hartree
Highest occupied orbital energy (alpha / beta)   -7.28 / -7.28 eV

Positions of all 14 atoms, in Å:
C  -0.98549  1.68728  0.93600
C  -1.31237  0.26475  0.30383
C  0.56963  1.53985  0.61052
C  0.50028  -1.92400  -0.82243
N  0.10348  0.28061  0.15906
N  0.79969  -0.50755  -0.68900
H  -1.51704  2.53978  0.40882
H  -1.09353  1.65592  2.01749
H  -1.80429  0.00826  -0.69637
H  1.60824  1.56190  1.12051
H  0.48972  -2.46747  0.20583
H  -0.46232  -1.97599  -1.38347
H  1.22436  -2.29737  -1.60638
H  1.87963  -0.36599  -0.56440

Record 15
An isolated molecule of C4H8N2 at a distorted geometry. Source: OMol25; level of theory: ωB97M-V with the def2-TZVPD basis set.

Results
SMILES   [H]/N=C\N1CCC1
Spin multiplicity   1
Strongest force on any atom   8.4 eV/A
E   -266.58726 hartree
Highest occupied orbital energy   -8.77 eV

Positions of all 14 atoms, in Å:
C  1.60590  0.60907  0.00389
C  -1.00073  1.05353  0.01092
C  -1.56674  -0.48120  -0.03440
C  -0.00428  -0.98683  0.07911
H  2.30507  -1.08820  0.11712
H  2.04296  1.61665  0.19012
H  -1.39314  1.64041  -0.81766
H  -1.27154  1.55254  1.11826
H  -1.93998  -0.72665  -1.01469
H  -2.48846  -0.65926  0.64626
H  0.36636  -1.51040  0.91513
H  0.33255  -1.31198  -0.97297
N  2.65425  -0.16387  -0.04776
N  0.35777  0.45619  -0.19333

Record 16
An isolated molecule of C4H8N2 at a distorted geometry. Source: OMol25; level of theory: ωB97M-V with the def2-TZVPD basis set.

Results
SMILES   CCC(N)=C=N
Spin multiplicity   1
Strongest force on any atom   1.1 eV/A
E   -266.63740 hartree
Highest occupied orbital energy   -7.92 eV

Positions of all 14 atoms, in Å:
C  0.58993  -0.05702  -1.64592
C  0.00374  0.86123  -0.56367
C  -0.60889  0.12672  0.59033
N  -0.88770  0.78812  1.81112
C  -0.78012  -1.17192  0.51236
N  -0.22736  -2.28605  0.65334
H  -0.16448  -0.74768  -2.03709
H  1.42189  -0.67246  -1.28071
H  0.96531  0.54361  -2.47943
H  0.80003  1.49897  -0.15191
H  -0.74442  1.53042  -0.99317
H  0.71150  -1.95806  0.93251
H  -1.25137  0.12265  2.48756
H  -0.04230  1.21182  2.18606

Record 17
The ion C4H8N2 with charge +2 at a distorted geometry. Source: OMol25; level of theory: ωB97M-V with the def2-TZVPD basis set.

Results
SMILES   CC1=[N+]=C1C[NH3+]
Spin multiplicity   1
Strongest force on any atom   5.2 eV/A
Total charge   +2
E   -265.90520 hartree
Highest occupied orbital energy   -21.49 eV

Positions of all 14 atoms, in Å:
C  -1.58706  -0.43611  -0.04591
C  -0.22318  -0.28437  -0.12362
C  -2.80161  0.31232  0.01013
C  1.06716  0.29252  -0.18034
N  -0.83623  -1.48298  0.37100
N  2.28161  -0.56533  -0.05151
H  -3.51114  -0.00811  0.80158
H  -3.50978  0.11871  -0.79092
H  -2.71115  1.49859  0.03646
H  0.97829  0.98950  0.73052
H  1.12324  1.06092  -0.99234
H  2.64215  -0.39196  0.95385
H  3.04894  -0.34551  -0.75812
H  1.81461  -1.45267  -0.12253

Record 18
A structure of composition C4H8N2O at a distorted geometry. Source: OMol25; level of theory: ωB97M-V with the def2-TZVPD basis set.

Results
Spin multiplicity   1
Strongest force on any atom   1.9 eV/A
E   -341.77483 hartree
Highest occupied orbital energy (alpha / beta)   -8.94 / -9.00 eV

Positions of all 15 atoms, in Å:
C  -1.24180  1.27074  -0.88002
C  -0.57762  -0.05513  -1.17462
O  0.88299  0.07104  -1.22997
C  0.96023  -0.87756  -0.22240
N  1.95892  -1.14973  0.56673
C  -0.40759  -1.05063  -0.06254
N  0.68505  0.12405  1.86940
H  -0.85405  1.66879  0.06140
H  -2.32444  1.12533  -0.79468
H  -1.05101  1.98095  -1.69154
H  -0.94679  -0.50282  -2.10612
H  2.76906  -0.58603  0.30032
H  -1.05050  -1.75928  0.43946
H  0.52241  -0.85023  2.13004
H  0.71852  0.59440  2.79911

Record 19
A cluster of 2 separate species, C4H8N2O in total at a distorted geometry. Source: OMol25; level of theory: ωB97M-V with the def2-TZVPD basis set.

Results
SMILES   C[C@]1(C#N)CN1.O
Spin multiplicity   1
Strongest force on any atom   1.3 eV/A
E   -341.90594 hartree
Highest occupied orbital energy   -10.58 eV

Positions of all 15 atoms, in Å:
C  0.30721  1.40510  -0.66550
C  0.14697  -0.06723  -0.36452
O  0.04249  0.11277  2.38888
C  -0.69034  -1.04455  -1.09972
N  -1.17915  -0.50440  0.15032
C  1.39667  -0.64204  0.15245
N  2.45900  -1.07634  0.31735
H  0.47880  1.92724  0.28447
H  -0.60427  1.79429  -1.12711
H  1.16198  1.59681  -1.31757
H  0.57892  -0.67797  2.51652
H  -0.40968  -2.08919  -1.00915
H  -1.14051  -0.74112  -2.03178
H  -1.87289  0.23022  -0.01706
H  -0.67520  -0.22359  1.82242

Record 20
An isolated molecule of C4H8N2O. Source: OMol25; level of theory: ωB97M-V with the def2-TZVPD basis set.

Results
SMILES   NC(=O)CN1CC1
Spin multiplicity   1
Strongest force on any atom   0.4 eV/A
E   -341.94357 hartree
Highest occupied orbital energy   -9.69 eV

Positions of all 15 atoms, in Å:
N  1.75204  -0.09712  -1.26676
C  1.56547  -0.73988  -0.08698
O  2.15302  -1.75987  0.22825
C  0.56503  -0.08260  0.85613
N  -0.40503  0.76194  0.17499
C  -1.74683  0.72204  0.73418
C  -1.44742  0.05228  -0.55226
H  2.42539  -0.47366  -1.91519
H  1.26493  0.76139  -1.47083
H  0.10459  -0.89948  1.43211
H  1.12797  0.54099  1.56166
H  -1.90295  0.07614  1.59861
H  -2.29180  1.66171  0.76012
H  -1.40929  -1.03672  -0.56583
H  -1.75511  0.51284  -1.48819